Entry 1:
Entry from the OMol25 dataset: one molecule with the formula C2H2Br3OP in a non-equilibrium geometry (the ωB97M-V functional and the def2-TZVPD basis).

## Properties
E_HOMO (spin up / spin down), eV: -9.092 / -9.093
SMILES: C=P(Br)(Br)C(=O)Br
Frontier orbital gap (spin up / spin down), Ha: 0.2728 / 0.2729
Net charge: 0

Each line ends with the Löwdin charge.
Cartesian coordinates (Å):
H -0.3617 2.2717 0.1795  0.03
C 0.4923 -1.3609 -0.3753  -1.01
P -0.5465 0.0413 0.2256  0.15
Br 2.1154 -0.6131 -1.1664  0.70
C 0.4219 1.4357 0.1031  -0.37
Br -1.9362 0.0197 -1.5380  0.38
O 0.4757 -2.5273 -0.1685  -0.01
Br -1.8854 -0.9450 2.0149  0.15
H 1.2245 1.6777 0.7251  -0.02

Cartesian forces (eV/Å) of the 3 atoms listed first:
1.063 -0.794 -0.412
1.806 -1.516 0.944
-0.409 0.568 -0.402

Entry 2:
Entry from the OMol25 dataset: a 2-piece molecular cluster, C2H2BrCl2I overall in a non-equilibrium geometry (the ωB97M-V functional and the def2-TZVPD basis).

## Properties
E_HOMO (spin up / spin down), eV: -8.602 / -8.865
Frontier orbital gap (spin up / spin down), Ha: 0.2691 / 0.2903
Net charge: 0

Each line ends with the Löwdin charge.
Cartesian coordinates (Å):
Br -2.2778 0.8620 -1.0869  0.48
H 1.0911 0.3461 -1.4444  -0.05
C -0.9984 0.1343 0.3122  -1.58
C 1.3463 0.1161 -0.5040  -0.52
Cl -1.5190 -1.4987 0.6484  0.42
I 1.7373 -1.8116 0.0085  0.85
H 1.4682 0.6956 0.3231  -0.08
Cl -0.8477 1.1563 1.7432  0.49

Cartesian forces (eV/Å) of the 3 atoms listed first:
1.133 -0.191 1.026
-0.469 1.058 -3.235
0.404 0.232 -1.207

Entry 3:
Entry from the OMol25 dataset: C2H2BrClF2 as an isolated structure in a non-equilibrium geometry (the ωB97M-V functional and the def2-TZVPD basis).

## Properties
E_HOMO (spin up / spin down), eV: -5.446 / -10.138
Spin multiplicity: 3
Frontier orbital gap (spin up / spin down), Ha: 0.2323 / 0.2186
Net charge: 0

Each line ends with the Löwdin charge.
Cartesian coordinates (Å):
C -0.1047 1.1217 -0.1951  -0.67
H 0.5356 -0.8130 0.9831  0.06
Br 2.9450 -0.2082 0.1763  0.64
Cl 0.9341 2.4941 -0.4720  0.64
C 0.9532 -0.4612 0.0740  -0.65
F -0.8106 1.2582 0.9103  -0.01
H -0.6845 0.8122 -1.0179  0.08
F 0.6124 -1.2992 -0.8997  -0.07

Cartesian forces (eV/Å) of the 3 atoms listed first:
2.492 -1.957 0.936
-0.573 -0.235 1.327
4.140 0.369 0.273

Entry 4:
Entry from the OMol25 dataset: a 2-piece molecular cluster, C2H2BrClO overall in a non-equilibrium geometry (the ωB97M-V functional and the def2-TZVPD basis).

## Properties
E_HOMO (spin up / spin down), eV: -8.428 / -8.748
Frontier orbital gap (spin up / spin down), Ha: 0.2967 / 0.3087
Net charge: 0

Each line ends with the Löwdin charge.
Cartesian coordinates (Å):
O -1.2430 -0.7307 2.2044  0.03
Cl -1.7883 1.1615 0.3989  0.71
C -1.1132 -0.0846 1.2075  -0.74
C 1.0225 -0.1633 -0.6407  -0.53
H 1.6576 0.5008 -0.0902  -0.01
H 1.4492 -1.1190 -0.9721  -0.02
Br 0.0153 0.4353 -2.1078  0.56

Cartesian forces (eV/Å) of the 3 atoms listed first:
-0.397 1.889 -2.026
-1.638 1.587 -0.020
2.252 -3.374 1.968

Entry 5:
Entry from the OMol25 dataset: C2H2BrF2I as an isolated structure in a non-equilibrium geometry (the ωB97M-V functional and the def2-TZVPD basis).

## Properties
E_HOMO, eV: -8.647
Frontier orbital gap, Ha: 0.2716
Net charge: 0

Each line ends with the Löwdin charge.
Cartesian coordinates (Å):
H -1.6743 -0.6431 -0.0928  0.09
F -0.6943 0.6841 -1.0884  0.00
F -1.5832 1.1222 0.7993  0.02
C -1.7448 0.3553 -0.3018  -0.26
I 3.0622 -2.3612 1.0787  0.65
C 2.2583 -0.4648 0.7424  -1.21
Br 3.0894 0.6890 -0.3813  0.58
H -2.7132 0.6185 -0.7561  0.13

Cartesian forces (eV/Å) of the 3 atoms listed first:
0.178 -2.631 0.893
0.038 -0.057 -0.883
-0.364 -0.116 0.705

Entry 6:
Entry from the OMol25 dataset: one molecule with the formula C2H2BrF2NO in a non-equilibrium geometry (the ωB97M-V functional and the def2-TZVPD basis).

## Properties
E_HOMO, eV: -10.016
SMILES: NC(=O)C(F)(F)Br
Frontier orbital gap, Ha: 0.3878
Net charge: 0

Each line ends with the Löwdin charge.
Cartesian coordinates (Å):
N -0.0236 1.2787 0.6340  0.15
Br 0.9875 0.0895 -1.9814  0.84
O -0.4909 -0.7383 1.6922  0.11
C -0.2035 -0.0187 0.7868  -0.48
F 0.7436 -1.9556 -0.3971  0.04
F -1.2377 -1.1929 -1.2119  0.03
H -0.0893 1.6621 -0.2615  0.03
H 0.3160 1.7830 1.4680  0.15
C -0.0020 -0.9079 -0.7292  -0.88

Cartesian forces (eV/Å) of the 3 atoms listed first:
0.544 0.492 3.057
0.444 0.506 -1.237
0.361 0.608 0.869